one:
The following is a DFT calculation (ωB97M-V with the def2-TZVPD basis set) of a cluster of 2 separate species, C2H9NS2 in total.

The calculation puts the LUMO energy at 0.010 Ha. Its SMILES is CCN.SS. The highest occupied orbital energy is -9.268 eV. For the frontier orbital gap, the calculation gives 9.53 eV.

Each line ends with the Löwdin charge.
Atoms and positions in Å:
S  -2.6265  -0.0438  -1.1103  0.2839
S  -1.9205  1.0309  -2.7719  0.2436
H  -1.4407  -0.5102  -0.7984  -0.2902
H  -1.9126  2.1516  -2.0229  -0.2105
C  -0.0848  -0.4331  1.4140  -0.1163
C  0.7042  -0.1672  0.1290  -0.3780
N  2.1268  -0.4368  0.2211  -0.0142
H  -0.2919  0.4077  2.0733  0.0721
H  -1.0045  -0.9850  1.2161  0.0448
H  0.4842  -1.1279  2.0414  0.0696
H  0.2869  -0.6686  -0.7366  0.0682
H  0.4792  0.8971  -0.0524  0.0992
H  2.6030  -0.1047  -0.6081  0.0638
H  2.5972  -0.0099  1.0057  0.0639

***

two:
The following is a DFT calculation (ωB97M-V with the def2-TZVPD basis set) of a cluster of 2 separate species, C2H9NS2 in total.

The calculation puts the LUMO energy at 0.015 Ha. Its SMILES is CSS.CN. The highest occupied orbital energy is -8.652 eV. For the frontier orbital gap, the calculation gives 9.06 eV.

Each line ends with the Löwdin charge.
Atoms and positions in Å:
C  1.0378  3.8840  -1.0540  -0.2161
N  1.1502  2.4699  -0.7585  -0.0918
H  2.1116  4.1936  -0.8035  0.0877
H  0.5508  4.1707  -2.0187  0.0796
H  0.5904  4.3547  -0.1632  0.0522
H  0.3082  1.9797  -0.6906  0.0276
H  1.8608  2.3939  -0.0307  0.0627
C  -0.5207  -3.8394  1.4789  -0.5295
S  -0.3687  -2.8165  0.0389  0.3596
S  -2.2784  -1.9186  -0.1547  0.2682
H  -1.5938  -3.9440  1.7758  0.0387
H  -0.1599  -4.8276  1.2498  0.0114
H  0.1481  -3.3542  2.2352  0.0363
H  -2.8365  -2.7460  -1.1045  -0.1866

***

Which one sits at the bottom of the stability order? two does.

***

one:
The following is a DFT calculation (ωB97M-V with the def2-TZVPD basis set) of an isolated molecule of C3H2N2OS2.

The calculation puts the LUMO energy at -0.036 Ha. Its SMILES is N#CC(=O)S/C=N/S. The highest occupied orbital energy is -9.168 eV. For the frontier orbital gap, the calculation gives 8.18 eV.

Each line ends with the Löwdin charge.
Atoms and positions in Å:
C  -0.1010  -0.5573  -0.5852  -0.6219
C  0.5765  1.5096  0.5517  -0.6708
C  0.4005  2.3543  1.9243  -0.1207
H  -1.4086  -3.5352  -1.7920  -0.0920
H  1.2027  -0.6630  -0.6959  0.1955
N  -1.0997  -1.3162  -1.0286  -0.5270
N  0.1876  2.6725  3.1899  0.0958
O  1.6503  1.5314  -0.0136  0.0353
S  -0.4788  -2.4844  -2.0652  0.6812
S  -0.9296  0.4883  0.5145  1.0246

***

two:
The following is a DFT calculation (ωB97M-V with the def2-TZVPD basis set) of an isolated molecule of C3H2N2OS2.

The calculation puts the LUMO energy at -0.105 Ha. Its SMILES is N#CC(=S)C(=S)NO. The highest occupied orbital energy is -9.502 eV. For the frontier orbital gap, the calculation gives 6.63 eV.

Each line ends with the Löwdin charge.
Atoms and positions in Å:
C  -0.5392  0.1049  -0.0938  -0.7778
C  0.9172  -0.1614  -0.0870  -0.7294
C  1.8425  0.9132  0.0020  -0.2544
H  -2.8610  0.1343  -0.0399  0.0735
H  -1.0591  -1.9084  -0.0503  0.0875
N  -1.3223  -0.9592  0.1385  -0.1261
N  2.8068  1.5811  0.2182  0.2028
O  -2.6880  -0.8819  0.1538  -0.0420
S  -1.2020  1.7062  -0.0906  0.6787
S  1.3088  -1.7477  -0.0696  0.8872

***

Which one sits at the bottom of the stability order? one does.

***

one:
The following is a DFT calculation (ωB97M-V with the def2-TZVPD basis set) of a structure of composition C43H60BaCl3GeN5O5SSi3.

The calculation puts the LUMO energy (spin up / spin down) at 0.078 / 0.078 Ha. The spin multiplicity is 2. As for the expectation value of S²: 0.763. The highest occupied orbital energy (spin up / spin down) is -2.644 / -4.721 eV. Its total charge is -1. For the frontier orbital gap (spin up / spin down), the calculation gives 4.78 / 6.85 eV.

Each line ends with the Löwdin spin population.
Atoms and positions in Å:
Ba  0.0430  0.3020  -0.6524  0.0036
Cl  1.4861  -1.6316  1.7871  -0.0001
C  0.4986  -2.9949  2.2622  0.0000
C  1.1580  -4.0012  2.9486  0.0000
C  0.4576  -5.1093  3.3881  0.0000
C  -0.9015  -5.1823  3.1315  0.0000
C  -1.5368  -4.1639  2.4404  0.0000
Cl  -3.2522  -4.3605  2.1844  0.0000
C  -0.8769  -3.0114  1.9504  0.0000
S  -1.6906  -1.7573  1.0647  0.0002
H  2.2205  -3.9037  3.1328  0.0000
H  0.9633  -5.9039  3.9216  0.0000
H  -1.4845  -6.0312  3.4647  0.0000
C  6.1378  3.5284  -2.3003  0.0000
O  5.4490  4.4980  -3.1061  0.0000
C  4.8419  4.0140  -4.2358  0.0000
C  5.2975  4.4198  -5.4767  0.0001
C  4.6676  3.9749  -6.6317  0.0000
C  3.5696  3.1351  -6.5287  0.0001
C  3.0929  2.7474  -5.2821  0.0005
C  3.7302  3.1742  -4.1213  0.0001
N  3.2834  2.8914  -2.8263  0.0002
C  2.6643  1.7677  -2.3151  0.0003
N  2.7786  0.6728  -3.1089  0.0003
C  2.5844  -0.7467  -2.8635  0.0000
C  1.5893  -1.2762  -2.0580  0.0000
C  1.5392  -2.6852  -2.0261  0.0000
C  2.3877  -3.4949  -2.7628  0.0000
C  3.3766  -2.9203  -3.5642  0.0000
C  3.4758  -1.5416  -3.6038  0.0000
O  4.4182  -0.8691  -4.3570  0.0000
C  5.2058  -1.6328  -5.2469  0.0000
N  2.1166  1.7830  -1.1279  0.0008
C  2.0736  3.0195  -0.4197  0.0002
C  2.7112  3.0992  0.8119  0.0000
C  2.7329  4.2747  1.5549  0.0000
C  2.0873  5.3957  1.0663  0.0000
C  1.4059  5.3403  -0.1453  0.0001
C  1.3857  4.1614  -0.8934  0.0001
O  0.7284  4.0128  -2.0612  0.0015
C  -0.0128  5.1031  -2.5944  0.0032
H  7.1875  3.8147  -2.2450  0.0000
H  6.0597  2.5300  -2.7305  0.0000
H  5.7158  3.5177  -1.2959  0.0000
H  6.1535  5.0827  -5.5159  0.0000
H  5.0307  4.2893  -7.6023  0.0000
H  3.0569  2.7935  -7.4191  0.0000
H  2.1917  2.1513  -5.2062  0.0005
H  3.4234  3.6328  -2.1583  0.0000
H  3.4318  0.8136  -3.8645  0.0000
H  0.7938  -3.1756  -1.3973  0.0000
H  2.2952  -4.5758  -2.7265  0.0000
H  4.0482  -3.5453  -4.1348  0.0000
H  5.8622  -2.3205  -4.7082  0.0000
H  5.8117  -0.9270  -5.8093  0.0000
H  4.5817  -2.2058  -5.9368  0.0000
H  3.2053  2.2048  1.1760  0.0000
H  3.2443  4.3032  2.5088  0.0000
H  2.0896  6.3199  1.6321  0.0000
H  0.8889  6.2172  -0.5058  0.0000
H  -0.4518  4.7394  -3.5191  0.0018
H  0.6404  5.9572  -2.7959  0.0003
H  -0.8179  5.3991  -1.9192  0.0016
O  -1.8948  -1.1512  -2.5191  0.0028
H  -1.2874  -1.8891  -2.6558  0.0000
H  -1.7002  -0.5158  -3.2196  0.0010
Cl  -0.4132  1.4995  2.1007  -0.0001
C  -0.7853  1.8973  5.9572  0.0000
Si  -2.0882  0.8533  5.1193  0.0000
C  -1.5313  -0.9113  4.9827  0.0000
C  -3.6563  0.9567  6.1411  0.0000
Ge  -2.4841  1.7610  2.9651  0.0000
Si  -2.5601  4.1428  2.9675  0.0001
C  -3.0482  4.8139  1.2960  0.0012
C  -0.8857  4.8076  3.4206  0.0000
C  -3.8012  4.7461  4.2353  0.0001
Si  -4.3391  0.6670  1.9327  0.0002
C  -4.7195  -0.9302  2.7974  0.0001
C  -5.6632  1.9056  2.4358  0.0000
C  -4.3468  0.4229  0.0983  0.0016
H  -0.4996  1.4592  6.9203  0.0000
H  -1.1623  2.9100  6.1388  0.0000
H  0.1122  1.9765  5.3351  0.0000
H  -1.5117  -1.3766  5.9745  0.0000
H  -0.5319  -0.9806  4.5412  0.0000
H  -2.2031  -1.4856  4.3364  0.0000
H  -3.4520  0.6377  7.1697  0.0000
H  -4.4407  0.3098  5.7372  0.0000
H  -4.0481  1.9795  6.1741  0.0000
H  -2.2768  4.6096  0.5475  0.0007
H  -3.1826  5.9001  1.3537  0.0000
H  -3.9849  4.3731  0.9384  0.0001
H  -0.1360  4.5118  2.6825  0.0000
H  -0.5589  4.4351  4.3968  0.0000
H  -0.9214  5.9030  3.4603  0.0000
H  -4.8153  4.4020  4.0034  0.0000
H  -3.8088  5.8418  4.2533  0.0000
H  -3.5485  4.3904  5.2411  0.0000
H  -4.7716  -0.8095  3.8843  0.0000
H  -3.9509  -1.6705  2.5639  0.0000
H  -5.6879  -1.3078  2.4481  0.0000
H  -5.6306  2.0855  3.5182  0.0000
H  -6.6630  1.5316  2.1891  0.0000
H  -5.5250  2.8690  1.9331  0.0000
H  -3.5255  -0.2247  -0.2270  0.0000
H  -4.2858  1.3599  -0.4612  0.0016
H  -5.2851  -0.0793  -0.1627  0.0000
N  -4.5416  5.2099  -4.1459  0.0272
C  -3.5477  4.4142  -4.7424  0.1001
O  -3.3552  4.5117  -5.9602  0.1213
C  -2.7925  3.5607  -3.8673  0.2051
C  -2.8861  3.5717  -2.4340  0.0873
C  -2.1048  2.7284  -1.6985  0.0576
N  -1.2100  1.8465  -2.2160  0.2189
C  -1.1017  1.8538  -3.5859  0.0724
C  -1.8414  2.6435  -4.4134  0.0671
H  -5.1512  5.6022  -4.8467  0.0021
H  -5.0395  4.7866  -3.3779  0.0024
H  -3.5390  4.2652  -1.9160  0.0057
H  -2.1594  2.7499  -0.6092  0.0008
H  -0.3484  1.1792  -4.0009  0.0032
H  -1.7101  2.6006  -5.4871  0.0039

***

two:
The following is a DFT calculation (ωB97M-V with the def2-TZVPD basis set) of a structure of composition C43H60BaCl3GeN5O5SSi3.

The calculation puts the LUMO energy (spin up / spin down) at 0.073 / 0.073 Ha. The spin multiplicity is 2. As for the expectation value of S²: 0.762. The highest occupied orbital energy (spin up / spin down) is -2.143 / -4.964 eV. Its total charge is -1. For the frontier orbital gap (spin up / spin down), the calculation gives 4.12 / 6.94 eV.

Each line ends with the Löwdin spin population.
Atoms and positions in Å:
Ba  0.6685  1.3702  -1.0409  0.0062
Cl  0.2212  3.2907  -3.9618  0.0000
C  -1.2927  4.1285  -3.9432  0.0000
C  -1.5810  4.9399  -5.0247  0.0000
C  -2.7592  5.6628  -5.0707  0.0000
C  -3.6351  5.5865  -4.0001  0.0000
C  -3.3374  4.7787  -2.9251  0.0000
Cl  -4.4537  4.7492  -1.6098  0.0001
C  -2.1715  3.9822  -2.8507  0.0000
S  -1.9533  2.9226  -1.5227  0.0005
H  -0.8755  4.9982  -5.8376  0.0000
H  -2.9917  6.2810  -5.9239  0.0000
H  -4.5528  6.1535  -4.0015  0.0000
C  6.4400  -2.8414  -0.7677  0.0000
O  5.7455  -3.9511  -0.2205  0.0000
C  4.8241  -4.5622  -1.0587  0.0000
C  5.0755  -5.8311  -1.5412  0.0000
C  4.1487  -6.4669  -2.3628  0.0000
C  2.9495  -5.8309  -2.6587  0.0000
C  2.6708  -4.5783  -2.1539  0.0000
C  3.6163  -3.9022  -1.3722  0.0000
N  3.4009  -2.6565  -0.7998  0.0000
C  2.6977  -1.5686  -1.2806  0.0000
N  2.4405  -1.6111  -2.6070  0.0000
C  1.3442  -1.2193  -3.4100  0.0001
C  0.3677  -0.3002  -3.0243  0.0008
C  -0.6403  -0.0924  -3.9807  0.0002
C  -0.6816  -0.7291  -5.2071  0.0001
C  0.3128  -1.6274  -5.5613  0.0000
C  1.3285  -1.8740  -4.6590  0.0000
O  2.3930  -2.7413  -4.8988  0.0000
C  2.2773  -3.6632  -5.9447  0.0000
N  2.4792  -0.5476  -0.5095  0.0001
C  2.7935  -0.7111  0.8517  -0.0001
C  1.9697  -1.5356  1.6214  0.0003
C  2.2031  -1.7546  2.9622  0.0000
C  3.2555  -1.1073  3.5871  0.0004
C  4.0895  -0.2936  2.8458  0.0005
C  3.9006  -0.1127  1.4785  0.0004
O  4.9145  0.5524  0.8274  0.0006
C  4.5674  1.5335  -0.1259  0.0022
H  7.5099  -3.0629  -0.7507  0.0000
H  6.2564  -1.9462  -0.1691  0.0000
H  6.1421  -2.6503  -1.7978  0.0000
H  6.0001  -6.3222  -1.2742  0.0000
H  4.3547  -7.4536  -2.7517  0.0000
H  2.2135  -6.3315  -3.2728  0.0000
H  1.7062  -4.1273  -2.3308  0.0000
H  3.9141  -2.4999  0.0585  0.0000
H  2.9329  -2.3719  -3.0644  0.0000
H  -1.4364  0.6119  -3.7627  0.0000
H  -1.4846  -0.5303  -5.9036  0.0000
H  0.2805  -2.1256  -6.5203  0.0000
H  2.3605  -3.1844  -6.9287  0.0000
H  1.3352  -4.2218  -5.8902  0.0000
H  3.1117  -4.3539  -5.8163  0.0000
H  1.1434  -2.0215  1.1249  0.0000
H  1.5785  -2.4385  3.5163  0.0000
H  3.4239  -1.2274  4.6454  0.0000
H  4.9342  0.1964  3.3046  0.0002
H  5.4964  2.0622  -0.3380  0.0003
H  3.8393  2.2318  0.2927  0.0015
H  4.1659  1.0904  -1.0438  0.0001
O  -2.4829  -0.8840  -1.2226  0.0001
H  -2.7265  0.0045  -1.5047  0.0000
H  -1.6880  -1.0962  -1.7260  0.0000
Cl  -0.9007  0.2685  1.1458  0.0000
C  -4.2241  -3.4788  2.8423  0.0000
Si  -3.0615  -2.8345  1.4522  0.0000
C  -1.3644  -3.7038  1.6745  0.0000
C  -3.8770  -3.4110  -0.1829  0.0000
Ge  -2.8700  -0.3966  1.8547  0.0000
Si  -4.6432  1.0715  0.9959  0.0000
C  -5.1450  0.8508  -0.8354  0.0000
C  -6.1194  0.5488  2.1083  0.0000
C  -4.2948  2.9132  1.3193  0.0000
Si  -2.3028  0.2059  4.1870  0.0001
C  -0.6552  -0.6249  4.7007  0.0000
C  -3.5627  -0.2965  5.5485  0.0000
C  -2.1089  2.1013  4.3748  0.0011
H  -4.4360  -4.5398  2.7461  0.0000
H  -5.1734  -2.9535  2.8112  0.0000
H  -3.7952  -3.3140  3.8252  0.0000
H  -1.4509  -4.7785  1.8085  0.0000
H  -0.8492  -3.3082  2.5449  0.0000
H  -0.7231  -3.5374  0.8149  0.0000
H  -4.0675  -4.4810  -0.1951  0.0000
H  -3.2465  -3.1796  -1.0325  0.0000
H  -4.8240  -2.9028  -0.3373  0.0000
H  -5.0199  -0.1718  -1.1755  0.0000
H  -4.5306  1.4920  -1.4600  0.0000
H  -6.1806  1.1356  -0.9968  0.0000
H  -6.3902  -0.4895  1.9469  0.0000
H  -7.0029  1.1521  1.9286  0.0000
H  -5.8571  0.6537  3.1566  0.0000
H  -3.4342  3.2292  0.7380  0.0000
H  -4.0846  3.1203  2.3629  0.0000
H  -5.1356  3.5299  1.0150  0.0000
H  -0.7416  -1.7072  4.7201  0.0000
H  -0.3435  -0.3080  5.6907  0.0000
H  0.1421  -0.3724  4.0106  0.0000
H  -3.6106  -1.3733  5.6749  0.0000
H  -4.5641  0.0533  5.3196  0.0000
H  -3.2774  0.1357  6.5042  0.0000
H  -1.5241  2.5242  3.5620  0.0013
H  -1.6158  2.3673  5.3072  0.0001
H  -3.0778  2.5946  4.3741  0.0001
N  1.7601  7.4876  3.1834  0.0303
C  1.6266  6.1548  3.6077  0.1073
O  1.5257  5.9177  4.8176  0.1241
C  1.6826  5.1404  2.5919  0.2102
C  1.5670  3.7732  2.9628  0.0726
C  1.5809  2.7998  2.0122  0.0748
N  1.6829  3.0311  0.6791  0.2007
C  1.8271  4.3272  0.3267  0.0646
C  1.8438  5.3745  1.1991  0.0775
H  1.5414  8.1446  3.9199  0.0025
H  1.3665  7.7333  2.2886  0.0024
H  1.4533  3.5322  4.0088  0.0043
H  1.5142  1.7526  2.2854  0.0028
H  1.9391  4.4995  -0.7408  0.0028
H  1.9766  6.3746  0.8137  0.0060

***

Which one sits at the bottom of the stability order? two does.